Entry from the Open Molecules 2025 dataset: a 2-piece molecular cluster, C2H7OPS overall (wB97M-V/def2-TZVPD).

Values from the calculation:
* LUMO energy (spin up / spin down): 0.140 / -0.488 eV
* HOMO (spin up / spin down): -7.90 / -8.36 eV

Each line ends with the Mulliken charge.
Atoms and positions in Å:
C -2.211 0.683 -0.139  -0.46
C 1.647 -1.170 -0.089  -0.42
O -0.954 1.175 -0.363  -0.14
P -0.368 2.498 -0.930  -0.05
S 1.929 -1.440 1.734  -0.23
H -2.984 1.394 -0.225  0.36
H -2.140 -0.295 0.247  0.30
H 1.644 -2.096 -0.694  0.31
H 0.637 -0.771 -0.054  -0.11
H -1.606 3.331 -0.753  -0.02
H 2.204 -0.519 -0.597  0.34
H 2.202 -2.790 1.861  0.12


Entry from the Open Molecules 2025 dataset: a 2-piece molecular cluster, C5H14N2O overall (wB97M-V/def2-TZVPD).

Values from the calculation:
* LUMO energy: 0.851 eV
* HOMO: -9.23 eV

Each line ends with the Mulliken charge.
Atoms and positions in Å:
C -1.075 -0.471 -0.422  -0.53
C -0.428 -1.741 0.053  -0.67
C 0.179 -1.800 1.438  -0.04
C 0.861 -2.841 1.914  -0.88
N -0.141 0.711 -0.314  -0.36
C -0.884 1.952 -0.122  -0.48
N -1.668 2.149 -1.419  -0.67
H -1.987 -0.308 0.148  0.32
H -1.278 -0.552 -1.486  0.24
H -1.110 -2.655 -0.247  0.36
H 0.412 -2.151 -0.570  0.35
H 0.149 -0.924 2.087  0.33
H 1.518 -2.802 2.793  0.28
H 1.068 -3.741 1.255  0.23
H 0.458 0.456 0.545  0.23
H -0.235 2.750 0.056  0.39
H -1.573 1.883 0.717  0.34
H -2.663 1.652 -1.372  0.27
H -1.227 1.714 -2.165  0.29
H 2.668 2.540 -1.582  0.32
H 3.555 1.833 -0.261  0.32
O 3.401 2.347 -1.045  -0.64


Entry from the Open Molecules 2025 dataset: C4H8O2 in the gas phase (wB97M-V/def2-TZVPD).

Values from the calculation:
* LUMO energy: 0.795 eV
* HOMO: -10.16 eV

Each line ends with the Mulliken charge.
Atoms and positions in Å:
C -1.521 -1.117 0.070  -1.19
C -0.623 0.112 -0.275  0.21
C 0.763 0.054 0.443  0.02
C 2.047 0.518 -0.038  -0.31
H -1.139 -1.973 -0.562  0.31
H -1.503 -1.179 1.182  0.31
H -2.573 -0.952 -0.225  0.32
H -0.517 0.137 -1.443  0.25
H -0.976 2.080 -0.288  0.31
H 0.663 0.084 1.541  0.26
H 2.785 0.833 0.715  0.24
H 2.198 0.981 -1.069  0.23
O -1.374 1.239 0.091  -0.55
O 1.769 -0.816 -0.142  -0.42


Entry from the Open Molecules 2025 dataset: C7H22BeN10O11Pb as an isolated structure (wB97M-V/def2-TZVPD).

Values from the calculation:
* net charge: +2
* LUMO energy: -10.102 eV
* HOMO: -13.00 eV

Each line ends with the Mulliken charge.
Atoms and positions in Å:
Be -3.548 0.854 -1.620  1.28
Pb -0.408 4.369 -0.239  1.60
O 0.158 0.182 0.974  -0.12
C -0.956 0.740 0.452  0.33
O -0.959 1.979 0.217  -0.43
O -1.897 0.002 0.054  -0.70
H -0.095 -0.717 1.198  0.28
O -1.096 3.423 -4.516  -0.40
C -1.246 2.794 -3.353  0.75
O -0.532 2.984 -2.387  -0.63
O -2.147 1.961 -3.321  -0.59
H -1.913 3.044 -4.847  0.31
C -1.091 -3.610 -0.251  0.56
O -0.450 -2.660 0.187  -0.69
N -0.587 -4.866 -0.418  -0.40
N -2.122 -3.507 -1.043  -0.35
H -1.375 -5.452 -0.654  0.16
H 0.291 -5.167 -0.018  0.20
H -2.584 -2.612 -1.106  0.18
H -2.457 -4.361 -1.467  0.14
C -4.881 0.944 1.517  0.59
O -4.886 1.223 0.361  -0.49
N -5.714 1.196 2.444  -0.38
N -3.898 0.265 2.030  -0.32
H -6.611 1.544 2.136  0.27
H -5.414 1.386 3.390  0.21
H -3.054 0.044 1.521  0.21
H -3.894 0.213 3.039  0.18
C 2.959 0.464 -2.534  0.55
O 3.518 1.100 -3.415  -0.70
N 1.704 0.758 -2.290  -0.27
N 3.540 -0.363 -1.819  -0.20
H 1.428 1.633 -2.712  0.17
H 1.409 0.640 -1.331  0.05
H 4.500 -0.582 -2.044  0.26
H 3.306 -0.326 -0.837  0.10
C 3.363 -2.830 0.979  0.56
O 4.466 -3.376 1.187  -0.68
N 3.175 -1.521 1.077  -0.31
N 2.294 -3.493 0.585  -0.17
H 2.193 -1.288 1.041  0.08
H 3.722 -1.154 1.842  0.18
H 2.421 -4.414 0.189  0.18
H 1.370 -3.089 0.544  0.27
C 2.104 3.091 1.670  0.91
O 1.722 4.044 1.040  -0.81
N 1.359 2.559 2.509  -0.24
N 3.275 2.565 1.533  -0.36
H 0.430 2.933 2.645  0.15
H 1.744 1.787 3.033  0.15
H 3.970 3.059 0.992  0.25
H 3.394 1.608 1.834  0.10


Entry from the Open Molecules 2025 dataset: a 8-piece molecular cluster, C8H32BBrN15O13P overall (wB97M-V/def2-TZVPD).

Values from the calculation:
* LUMO energy: 0.228 eV
* HOMO: -8.83 eV

Each line ends with the Mulliken charge.
Atoms and positions in Å:
O 0.706 -2.646 -2.347  -0.61
C 0.174 -1.834 -1.635  0.41
N 0.687 -0.567 -1.447  0.00
O -0.005 0.190 -0.488  -0.43
B -0.320 1.496 -0.863  0.72
O -0.628 1.827 -2.147  -0.38
O -0.359 2.397 0.186  -0.94
O -0.983 -2.042 -0.968  -0.10
P -2.161 -2.797 -1.912  0.37
O -2.443 -4.075 -0.958  -0.46
Br -3.927 -1.497 -1.532  -0.14
H 1.673 -0.588 -1.215  0.28
H -0.019 2.429 -2.582  0.29
H 0.490 2.332 0.650  0.11
H -2.769 -4.774 -1.545  0.36
C -0.788 -6.162 -4.469  0.64
O -1.910 -5.831 -4.833  -0.69
N -0.091 -5.430 -3.563  -0.20
N -0.170 -7.281 -4.951  -0.41
H 0.829 -5.659 -3.238  0.16
H -0.523 -4.587 -3.224  0.11
H -0.673 -7.831 -5.623  0.24
H 0.747 -7.570 -4.670  0.15
C -1.910 -0.211 2.127  0.43
O -2.780 -0.508 1.330  -0.57
N -2.151 -0.104 3.476  -0.42
N -0.638 0.054 1.723  -0.40
H -1.448 0.145 4.144  0.14
H -3.084 -0.292 3.791  0.25
H -0.446 -0.006 0.737  0.78
H 0.100 0.326 2.345  0.08
C 1.842 2.963 1.932  0.61
O 2.066 1.986 1.230  -0.76
N 2.750 3.462 2.813  -0.28
N 0.645 3.627 1.870  -0.28
H 2.565 4.264 3.387  0.16
H 3.661 3.023 2.869  0.10
H -0.042 3.279 1.222  0.54
H 0.433 4.435 2.423  0.15
C 6.585 3.019 2.398  0.66
O 5.428 3.352 2.161  -0.74
N 7.366 2.415 1.454  -0.41
N 7.149 3.226 3.614  -0.33
H 8.312 2.134 1.619  0.16
H 6.954 2.254 0.554  0.23
H 6.562 3.656 4.316  0.30
H 8.087 2.961 3.843  0.15
C 4.887 3.063 6.720  0.64
O 5.601 3.784 6.038  -0.73
N 3.736 2.513 6.237  -0.32
N 5.194 2.758 8.014  -0.40
H 3.140 1.919 6.779  0.16
H 3.489 2.713 5.284  0.24
H 6.035 3.151 8.392  0.23
H 4.625 2.170 8.593  0.16
C -7.755 0.406 -1.625  0.65
O -7.641 -0.695 -2.128  -0.61
N -6.729 1.030 -0.972  -0.27
N -8.929 1.114 -1.674  -0.41
H -6.809 1.937 -0.555  0.16
H -5.852 0.544 -0.915  0.05
H -9.701 0.684 -2.147  0.22
H -9.047 2.022 -1.268  0.15
C -2.118 -1.896 -6.207  0.63
O -1.292 -1.029 -6.451  -0.67
N -3.463 -1.677 -6.341  -0.39
N -1.775 -3.143 -5.778  -0.22
H -4.159 -2.367 -6.135  0.17
H -3.751 -0.766 -6.643  0.20
H -0.798 -3.329 -5.655  0.12
H -2.430 -3.873 -5.566  0.19


Entry from the Open Molecules 2025 dataset: CH4NO3P in the gas phase (wB97M-V/def2-TZVPD).

Values from the calculation:
* LUMO energy: 0.608 eV
* HOMO: -11.08 eV

Each line ends with the Mulliken charge.
Atoms and positions in Å:
C -0.490 -1.338 -0.050  -0.05
N 0.826 1.453 -0.202  -0.55
O 2.795 -0.347 0.310  -0.57
O 0.572 -0.810 -1.215  -0.42
O 0.278 -0.926 1.008  -0.36
P 1.381 -0.162 0.022  0.97
H -1.414 -0.749 0.035  0.22
H -0.583 -2.425 -0.210  0.24
H 1.413 1.951 0.396  0.25
H -0.203 1.541 0.079  0.28


Entry from the Open Molecules 2025 dataset: C5H4B5F28LiO as an isolated structure (wB97M-V/def2-TZVPD).

Values from the calculation:
* net charge: -4
* LUMO energy: 5.195 eV
* HOMO: -2.14 eV

Each line ends with the Mulliken charge.
Atoms and positions in Å:
Li -3.217 -1.036 0.299  1.02
B -2.754 3.467 -2.629  0.61
F -3.178 2.493 -1.713  -0.41
F -3.803 4.252 -2.930  -0.38
F -1.793 4.150 -1.937  -0.42
F -2.160 2.972 -3.740  -0.41
B -8.684 -1.201 0.718  0.58
F -8.983 -1.062 2.008  -0.38
F -9.381 -2.214 0.098  -0.43
F -8.885 -0.011 0.061  -0.42
F -7.392 -1.496 0.552  -0.35
B -1.277 -2.603 3.220  0.63
F -0.537 -3.639 2.667  -0.42
F -2.558 -2.939 2.817  -0.42
F -1.247 -2.466 4.539  -0.36
F -0.897 -1.464 2.482  -0.45
B -3.975 3.204 4.214  0.64
F -4.765 4.002 5.041  -0.41
F -3.141 2.460 5.148  -0.45
F -4.784 2.340 3.433  -0.40
F -3.146 3.892 3.366  -0.38
B -3.178 -5.651 -2.010  0.61
F -3.635 -4.354 -1.875  -0.41
F -3.131 -6.301 -0.789  -0.42
F -4.048 -6.254 -2.803  -0.37
F -1.900 -5.592 -2.480  -0.41
C 4.831 0.985 -0.589  -0.83
C 4.515 0.564 -2.056  0.90
C 3.571 -0.635 -2.228  0.10
F 4.196 -1.724 -1.680  -0.26
F 2.407 -0.334 -1.587  -0.23
F 4.062 1.653 -2.738  -0.31
F 5.646 0.197 -2.624  -0.29
O 5.818 2.044 -0.587  -0.36
C 6.947 1.955 0.335  0.75
C 8.239 1.471 -0.461  0.27
F 9.355 1.728 0.083  -0.25
F 8.213 0.190 -0.815  -0.27
F 7.039 3.215 0.622  -0.27
F 6.681 1.212 1.448  -0.27
H 5.270 0.103 -0.123  0.41
H 3.978 1.387 -0.042  0.41
H 3.494 -0.911 -3.280  0.30
H 8.185 1.949 -1.439  0.19


Entry from the Open Molecules 2025 dataset: C4H9N3S as an isolated structure (wB97M-V/def2-TZVPD).

Values from the calculation:
* LUMO energy: -0.386 eV
* HOMO: -7.87 eV

Each line ends with the Mulliken charge.
Atoms and positions in Å:
C -1.085 -1.037 -0.406  -0.76
C 1.071 -0.690 0.980  -0.44
C 1.488 -2.122 1.096  -0.25
C -0.742 1.599 -0.933  0.00
H -1.655 -0.393 -1.379  0.29
H -1.679 -1.091 0.895  0.24
H -0.864 -2.223 -0.920  0.24
H 0.413 -0.189 1.907  0.29
H 1.887 0.038 0.996  0.39
H 1.723 -2.600 0.124  0.31
H -1.875 1.187 -0.987  0.15
H -0.799 3.678 -1.782  0.24
H 0.427 3.177 -0.554  0.25
N 0.302 -0.407 -0.219  0.32
N 0.229 0.886 -0.402  -0.63
N -0.462 3.060 -0.934  -0.43
S 1.618 -2.873 2.517  -0.22


Entry from the Open Molecules 2025 dataset: a 10-piece molecular cluster, H19O10 overall (wB97M-V/def2-TZVPD).

Values from the calculation:
* net charge: -1
* LUMO energy: 2.784 eV
* HOMO: -6.69 eV

Each line ends with the Mulliken charge.
Atoms and positions in Å:
O -0.234 0.154 0.026  -1.58
H -0.589 -0.007 -0.844  0.35
O 0.733 -1.001 2.420  -0.59
H 1.151 -1.687 2.371  0.26
H 0.377 -0.720 1.537  0.43
O 2.106 1.039 1.061  -0.75
H 2.097 0.508 1.987  0.42
H 1.283 0.761 0.749  0.15
O 0.290 0.781 -3.956  -0.61
H 0.602 1.002 -3.045  0.37
H 0.953 1.024 -4.487  0.25
O 1.500 -1.665 -0.820  -0.79
H 0.799 -1.177 -0.497  0.32
H 0.897 -2.491 -0.548  0.39
O 0.051 -3.273 0.268  -0.63
H -0.750 -2.627 0.394  0.42
H -0.063 -3.613 -0.460  0.29
O -0.001 2.575 2.205  -0.72
H 0.747 1.960 1.913  0.50
H -0.738 2.097 1.827  0.40
O -1.989 -1.968 -0.014  -0.76
H -1.394 -1.161 0.120  0.49
H -2.384 -1.774 -1.054  0.37
O -2.299 1.335 1.022  -0.77
H -1.538 0.868 0.422  0.53
H -2.834 1.819 0.405  0.29
O 0.304 2.704 -1.176  -0.61
H -0.129 1.902 -0.941  0.31
H 1.046 2.640 -0.873  0.25


Entry from the Open Molecules 2025 dataset: a 11-piece molecular cluster, C3H28N2O12 overall (wB97M-V/def2-TZVPD).

Values from the calculation:
* LUMO energy: -0.037 eV
* HOMO: -9.46 eV

Each line ends with the Mulliken charge.
Atoms and positions in Å:
C 2.093 2.525 -1.963  -0.43
N 0.927 2.145 -2.722  -0.10
C 0.025 1.245 -2.236  0.60
O -0.032 1.279 -0.922  -0.28
O -0.601 0.576 -3.056  -0.67
C 3.277 1.536 -1.993  -0.57
N 3.054 0.294 -1.292  -0.56
H 2.560 3.488 -2.222  0.42
H 1.816 2.795 -0.940  0.12
H 0.861 2.383 -3.690  0.25
H -0.324 0.421 -0.575  0.07
H 4.053 2.115 -1.478  0.37
H 3.645 1.300 -2.990  0.29
H 2.268 -0.257 -1.608  0.12
H 2.840 0.407 -0.310  0.30
H -0.406 -2.813 -3.944  0.25
H 0.676 -2.102 -3.099  0.28
O -0.228 -2.377 -3.133  -0.51
H -1.946 3.480 0.549  0.37
H -0.926 2.408 0.324  0.31
O -1.788 2.563 0.802  -0.63
H -1.553 -0.611 -1.870  0.25
H -2.390 -0.114 -0.692  0.30
O -2.026 -0.909 -1.050  -0.62
H -1.907 -2.134 1.979  0.30
H -0.902 -1.194 1.550  0.29
O -1.045 -1.784 2.270  -0.58
H -1.726 2.124 4.217  0.31
H -2.014 2.722 2.826  0.37
O -2.356 2.682 3.741  -0.64
H 0.361 -2.499 0.717  0.27
H -0.373 -2.413 -0.539  0.27
O 0.426 -2.052 -0.146  -0.57
H -2.492 -3.786 0.266  0.32
H -2.730 -2.554 -0.581  0.37
O -3.212 -3.238 -0.050  -0.66
H 0.373 2.995 1.755  0.31
H 1.617 3.950 1.518  0.29
O 0.670 3.812 1.369  -0.60
H 0.153 -4.291 2.229  0.32
H 1.309 -4.826 1.542  0.29
O 0.403 -4.672 1.384  -0.60
H -0.444 -1.581 3.976  0.37
H -1.431 -1.688 5.163  0.28
O -0.555 -1.348 4.922  -0.64


Entry from the Open Molecules 2025 dataset: a 2-piece molecular cluster, C4H12 overall (wB97M-V/def2-TZVPD).

Values from the calculation:
* net charge: -1
* LUMO energy (spin up / spin down): 4.338 / 4.490 eV
* 2S+1: 2
* HOMO (spin up / spin down): 1.51 / -7.21 eV
* expectation value of S²: 0.750

Each line ends with the Mulliken spin population.
Atoms and positions in Å:
C -0.639 2.246 0.311  1.23
C -1.063 1.877 1.737  0.86
H -1.165 1.598 -0.393  -0.39
H -0.707 3.325 0.157  -0.41
H 0.400 1.986 0.094  -0.16
H -1.147 0.791 1.866  -0.20
H -0.311 2.062 2.515  -0.36
H -1.970 2.415 1.979  -0.10
C 0.891 -1.676 -0.380  1.94
C 0.828 -2.419 -1.706  1.05
H 0.149 -0.871 -0.250  -0.15
H 0.292 -2.290 0.351  -0.51
H 1.825 -1.490 0.136  -0.95
H 1.613 -3.184 -1.636  -0.25
H 0.919 -1.794 -2.587  -0.41
H -0.161 -2.903 -1.789  -0.19


Entry from the Open Molecules 2025 dataset: C4H6S3 as an isolated structure (wB97M-V/def2-TZVPD).

Values from the calculation:
* LUMO energy: 0.715 eV
* HOMO: -8.40 eV

Each line ends with the Mulliken charge.
Atoms and positions in Å:
C -0.348 0.099 1.226  -0.53
C -0.373 -1.216 1.035  -0.14
C 0.176 0.976 0.173  -0.31
C 0.213 -0.276 -1.342  -0.34
S 0.140 -1.862 -0.511  -0.07
S 1.803 1.638 0.469  -0.19
S -1.153 0.090 -2.427  -0.17
H -0.650 0.541 2.163  0.35
H -0.691 -1.949 1.755  0.37
H -0.460 1.783 -0.180  0.35
H 1.147 -0.116 -1.866  0.40
H 2.298 0.544 1.057  0.15
H -2.101 -0.250 -1.554  0.13


In the order shown, the computed energy values come out to -895.03195; -383.55586; -307.61588; -1862.22028; -5064.11410; -662.38291; -3197.32909; -720.04196; -763.67975; -1143.50345; -159.50704; -1350.51641 Eh.